[1]
13 unconnected molecules or ions with the total composition C5H33NO14 at a distorted geometry, computed with the ωB97M-V functional and the def2-TZVPD basis.

## Properties
E_HOMO in eV: -9.92
Gap between HOMO and LUMO in eV: 10.1
Net charge: 0
ΔE to the lowest compared entry with this formula, charge and spin in kcal/mol: 23.0

Positions of all 53 atoms, in Å:
H -2.36 0.50 0.76
H 1.74 -3.22 -1.32
H -3.78 -2.39 1.18
H -0.91 -0.50 1.00
H 0.56 0.70 4.50
H 1.14 -0.56 2.71
H -1.95 -1.56 -2.50
H 3.09 -1.81 -0.09
O 0.92 -1.14 1.91
C -1.42 0.47 1.29
H 3.24 -0.35 0.17
O 2.71 -3.09 -1.25
H 4.14 1.48 -0.69
H -0.05 3.86 -1.46
O -3.51 1.85 -1.12
H 3.01 -3.88 -0.87
N -0.46 2.14 -0.31
H -4.37 2.16 -0.73
H 0.20 4.06 0.34
O 0.00 2.29 1.89
H 0.72 1.34 3.13
O 3.24 -1.20 0.57
O -3.17 -0.78 -1.60
H -0.19 -2.40 1.54
C -0.63 1.25 -1.46
H 1.80 -1.20 1.47
H -0.36 -2.91 -1.92
H -2.79 2.29 -0.64
O 2.59 2.93 1.61
O 0.67 -0.06 -2.94
H 3.03 1.92 0.36
H -1.25 1.77 -2.27
H -3.41 0.14 -1.49
O 1.15 0.78 3.78
H -3.25 -1.15 -0.74
O 3.24 1.30 -0.40
H -1.57 0.42 2.39
C 0.32 3.37 -0.54
H -0.47 -3.30 0.24
H 1.68 2.82 1.68
H 1.65 1.21 -1.72
O -0.83 -3.00 1.15
H 2.91 2.65 2.48
C -0.54 1.64 0.99
H -1.27 0.35 -1.23
O -3.16 -1.75 0.91
C 0.70 0.78 -2.08
O 0.04 -3.55 -1.31
O -1.21 -1.98 -2.98
H -0.52 -1.26 -3.10
H -2.26 -2.19 1.00
H -0.17 -4.42 -1.68
H 1.37 3.18 -0.60

Electronic structure analysis, Mulliken charges in units of e:
1 H 0.53
2 H 0.46
3 H 0.25
4 H -0.04
5 H 0.29
6 H 0.36
7 H 0.41
8 H 0.44
9 O -0.78
10 C -0.79
11 H 0.47
12 O -0.73
13 H 0.26
14 H 0.29
15 O -0.65
16 H 0.29
17 N 0.47
18 H 0.29
19 H 0.37
20 O -0.98
21 H 0.35
22 O -0.79
23 O -0.77
24 H 0.34
25 C 0.21
26 H 0.40
27 H 0.47
28 H 0.30
29 O -0.79
30 O -0.61
31 H 0.42
32 H 0.45
33 H 0.35
34 O -0.73
35 H 0.45
36 O -0.75
37 H 0.33
38 C -1.22
39 H 0.52
40 H 0.44
41 H 0.22
42 O -0.81
43 H 0.33
44 C 0.90
45 H -0.58
46 O -0.68
47 C 0.19
48 O -0.86
49 O -0.90
50 H 0.44
51 H 0.47
52 H 0.30
53 H 0.39



[2]
4 unconnected molecules or ions with the total composition H8O4, computed with the ωB97M-V functional and the def2-TZVPD basis.

## Properties
E_HOMO in eV: -10.87
Gap between HOMO and LUMO in eV: 11.1
Structure (SMILES): O.O.O.O
Net charge: 0
ΔE to the lowest compared entry with this formula, charge and spin in kcal/mol: 20.4

Positions of all 12 atoms, in Å:
O -2.40 1.31 1.66
H -1.48 1.42 1.37
H -0.11 1.59 -0.01
H 1.09 -3.52 -1.52
H -2.77 2.19 1.59
O 0.28 -0.27 0.00
O 2.03 -3.40 -1.71
H -0.42 3.04 -0.44
H 1.02 -0.63 0.51
O -0.04 2.53 0.28
H 0.34 -0.73 -0.86
H 2.46 -3.53 -0.86

Electronic structure analysis, Mulliken charges in units of e:
1 O -0.65
2 H 0.36
3 H 0.38
4 H 0.32
5 H 0.30
6 O -0.66
7 O -0.64
8 H 0.34
9 H 0.30
10 O -0.66
11 H 0.30
12 H 0.32



[3]
A molecular structure, C4H8N2O2 at a distorted geometry, computed with the ωB97M-V functional and the def2-TZVPD basis.

## Properties
E_HOMO in eV: -9.80
Gap between HOMO and LUMO in eV: 10.3
Net charge: 0
ΔE to the lowest compared entry with this formula, charge and spin in kcal/mol: 110.3

Positions of all 16 atoms, in Å:
H 0.98 -1.69 -0.59
H -2.47 1.16 -1.03
H 0.71 0.78 1.93
C 0.01 -0.22 0.21
C -1.42 -0.57 0.02
H -0.30 2.01 0.46
C -0.50 1.15 -0.21
O 2.33 -0.32 -0.54
H 0.01 1.54 -1.13
C 0.98 -0.71 -0.68
N -1.76 0.67 -0.41
H 0.75 -0.42 -1.88
H -0.61 -0.69 2.17
N 0.39 -0.25 1.70
O -1.90 -1.72 -0.21
H 2.80 -0.72 0.17

Electronic structure analysis, Mulliken charges in units of e:
1 H 0.45
2 H 0.28
3 H 0.34
4 C 1.25
5 C -0.02
6 H 0.25
7 C -0.79
8 O -0.54
9 H 0.27
10 C -1.02
11 N -0.11
12 H 0.29
13 H 0.36
14 N -0.69
15 O -0.64
16 H 0.32



> What is the formula in the first record?

C5H33NO14



> Number 1 is which compound?

C5H33NO14



> What is the formula in the second record?

H8O4



> Which of these has the lowest ΔE to the lowest compared entry with this formula, charge and spin?

H8O4